No. 1
Here is C40H63FGeIN5O4P3Sn as an isolated structure from the OMol25 dataset. Energies are from the ωB97M-V functional and the def2-TZVPD basis.

The geometry in XYZ format:
```
119
C40H63FGeIN5O4P3Sn (the ωB97M-V functional and the def2-TZVPD basis)
Sn -4.18 -0.05 -0.60
C -0.52 -4.96 -2.74
C -1.46 -3.78 -2.50
C -2.58 -4.23 -1.56
P -0.75 -2.16 -1.86
C 0.68 -2.87 -0.92
N 1.48 -1.97 -0.10
Ge 0.84 -0.05 0.31
N 2.21 1.18 -0.68
C 1.79 2.12 -1.70
P -0.01 2.61 -1.67
C -0.06 3.59 -3.25
C 0.34 2.76 -4.47
C -1.49 4.10 -3.41
C 0.04 3.99 -0.38
C 0.89 3.58 0.84
C 0.51 5.36 -0.85
C 3.52 0.81 -0.78
C 4.43 1.28 -1.75
C 5.73 0.79 -1.81
C 6.18 -0.18 -0.92
C 5.31 -0.61 0.08
C 4.03 -0.10 0.16
N 3.12 -0.39 1.24
C 3.13 -1.79 1.61
C 3.89 -2.32 2.63
C 3.98 -3.70 2.81
C 3.30 -4.52 1.93
C 2.49 -4.00 0.92
C 2.33 -2.60 0.77
C 3.23 0.51 2.36
C 4.41 1.04 2.82
C 4.44 1.81 3.98
C 3.25 2.01 4.67
C 2.05 1.51 4.19
C 1.99 0.78 2.98
N 0.87 0.29 2.37
C -0.37 0.65 3.04
P -1.97 0.29 2.21
C -2.29 -1.49 2.86
C -2.57 -1.65 4.35
C -1.13 -2.38 2.44
C -3.26 1.18 3.21
C -2.79 1.62 4.61
C -3.90 2.38 2.51
C 0.01 -1.41 -3.39
C -1.12 -0.80 -4.22
C 0.91 -2.27 -4.28
H -1.07 -5.77 -3.24
H -0.14 -5.37 -1.80
H 0.34 -4.72 -3.37
H -1.92 -3.49 -3.45
H -2.18 -4.52 -0.59
H -3.10 -5.11 -1.97
H -3.32 -3.44 -1.40
H 1.34 -3.39 -1.63
H 0.22 -3.66 -0.30
H 2.00 1.74 -2.71
H 2.37 3.05 -1.60
H 0.63 4.43 -3.18
H -0.21 1.82 -4.51
H 1.40 2.53 -4.50
H 0.10 3.32 -5.39
H -2.17 3.27 -3.60
H -1.56 4.80 -4.26
H -1.86 4.62 -2.53
H -1.00 4.07 -0.04
H 1.95 3.72 0.63
H 0.74 2.55 1.14
H 0.63 4.21 1.69
H 1.53 5.32 -1.24
H 0.53 6.04 0.01
H -0.13 5.81 -1.60
H 4.12 2.02 -2.47
H 6.40 1.16 -2.58
H 7.18 -0.58 -0.99
H 5.62 -1.36 0.80
H 4.43 -1.64 3.28
H 4.58 -4.11 3.61
H 3.39 -5.60 2.02
H 1.98 -4.67 0.25
H 5.33 0.86 2.26
H 5.37 2.23 4.34
H 3.25 2.58 5.59
H 1.14 1.69 4.74
H -0.41 1.73 3.25
H -0.42 0.13 4.01
H -3.19 -1.80 2.31
H -1.70 -1.38 4.95
H -2.80 -2.70 4.56
H -3.42 -1.06 4.69
H -0.20 -2.09 2.95
H -0.94 -2.31 1.37
H -1.34 -3.43 2.69
H -4.05 0.42 3.33
H -2.11 2.47 4.54
H -2.30 0.83 5.17
H -3.67 1.94 5.19
H -3.18 3.19 2.39
H -4.73 2.74 3.13
H -4.30 2.14 1.53
H 0.62 -0.60 -2.96
H -1.87 -1.55 -4.48
H -0.73 -0.38 -5.15
H -1.65 -0.01 -3.67
H 0.33 -3.05 -4.78
H 1.73 -2.73 -3.74
H 1.35 -1.64 -5.06
I -6.35 -0.50 1.18
O -5.28 2.46 -0.83
N -5.67 2.11 -1.95
O -6.24 2.87 -2.71
O -5.47 0.89 -2.30
F -1.76 1.59 1.16
C -5.86 -2.14 -2.06
O -4.60 -1.73 -1.61
H -6.34 -1.40 -2.70
H -6.55 -2.35 -1.23
H -5.75 -3.06 -2.64
```

Frontier orbital gap (spin up / spin down) = 5.530 / 5.862 eV
2S+1 = 2
Electronic energy = -5849.60643 a.u.
Total charge = -2

Mulliken population analysis, charges in e, atoms 1 to 4: 0.779, -1.775, 0.810, -1.215

***

No. 2
Here is a 5-piece molecular cluster, C40H64BClF17N2O14P overall from the OMol25 dataset. Energies are from the ωB97M-V functional and the def2-TZVPD basis.

The geometry in XYZ format:
```
140
C40H64BClF17N2O14P (the ωB97M-V functional and the def2-TZVPD basis)
H 2.07 -2.23 -2.05
N 1.18 -1.96 -2.53
C 0.86 -0.63 -2.27
C -0.51 -0.06 -2.95
C -1.26 1.13 -2.05
O -1.02 0.90 -0.68
C -2.06 0.72 0.29
C -2.23 1.85 1.46
C -1.99 3.40 1.21
C -3.40 4.27 1.45
Cl -1.24 4.06 -0.31
C -1.39 -0.57 1.17
C -1.42 -1.98 0.34
O -0.31 -2.90 0.55
C -0.66 -4.19 -0.07
C -1.02 -5.31 1.07
C -2.28 -4.92 2.04
O -0.01 -0.23 1.42
C 0.64 -0.67 2.62
C 0.02 -1.79 3.57
C 0.70 -3.28 3.58
C 1.76 -3.50 4.85
C 1.23 -4.80 5.77
O 0.73 -4.55 7.01
O 1.31 -6.21 5.28
C 0.14 -6.95 5.84
C 0.06 -8.36 4.98
B 2.23 -0.93 2.14
N 2.66 -0.68 0.67
O 3.31 -1.37 3.04
P 0.86 0.93 3.72
C 1.68 2.32 2.64
C 2.01 0.61 5.20
C 1.20 0.99 6.61
C -3.55 0.28 -0.17
F -4.27 -0.46 0.93
F -3.66 -0.67 -1.33
C -4.59 1.50 -0.59
F -5.54 0.95 -1.63
F -3.97 2.68 -1.21
F -5.51 1.89 0.54
H 1.61 0.01 -1.65
H -0.27 0.35 -4.03
H -1.30 -0.94 -3.12
H -2.34 1.20 -2.47
H -0.71 2.13 -2.39
H -3.35 1.72 1.87
H -1.60 1.55 2.44
H -1.29 3.81 2.10
H -4.15 3.72 2.16
H -3.10 5.28 2.02
H -3.87 4.63 0.43
H -2.04 -0.56 2.16
H -1.37 -1.68 -0.82
H -2.47 -2.51 0.48
H 0.27 -4.61 -0.69
H -1.53 -4.05 -0.84
H -1.34 -6.29 0.48
H -0.05 -5.58 1.71
H -2.41 -3.78 2.26
H -3.29 -5.40 1.63
H -2.07 -5.44 3.09
H -1.16 -1.98 3.52
H 0.16 -1.41 4.70
H -0.18 -4.06 3.83
H 1.14 -3.66 2.57
H 1.78 -2.59 5.59
H 2.80 -3.78 4.39
H -0.79 -6.23 5.64
H 0.31 -7.16 6.99
H -1.01 -8.84 5.06
H 0.23 -8.09 3.84
H 0.90 -9.06 5.40
H 2.37 0.31 0.49
H 2.10 -1.37 0.12
H 4.18 -0.86 2.86
H 1.34 3.34 3.16
H 1.17 2.32 1.58
H 2.85 2.26 2.62
H 2.35 -0.51 5.32
H 2.97 1.30 5.17
H 0.03 0.99 6.46
H 1.40 0.14 7.44
H 1.60 1.99 7.09
C 0.14 -4.49 -4.64
C 0.53 -5.35 -5.82
O 1.76 -6.05 -5.56
C 1.66 -7.17 -4.79
O 0.61 -7.60 -4.32
C 3.04 -7.83 -4.63
F 4.02 -6.93 -4.33
F 3.44 -8.46 -5.77
F 3.07 -8.77 -3.64
H 0.96 -3.80 -4.38
H -0.76 -3.90 -4.86
H -0.06 -5.09 -3.75
H 0.70 -4.72 -6.70
H -0.27 -6.06 -6.08
C 2.72 9.16 -1.81
C 1.55 8.53 -1.07
O 1.68 7.10 -1.04
C 2.53 6.59 -0.10
O 3.17 7.28 0.69
C 2.54 5.06 -0.15
F 2.63 4.58 -1.42
F 1.40 4.53 0.38
F 3.57 4.51 0.55
H 2.81 8.73 -2.81
H 2.58 10.24 -1.90
H 3.66 8.97 -1.30
H 0.62 8.76 -1.60
H 1.45 8.93 -0.05
C 4.80 1.21 -0.76
C 5.39 -0.01 -1.43
O 5.50 0.18 -2.85
C 6.57 0.91 -3.28
O 7.42 1.39 -2.53
C 6.58 1.00 -4.80
F 5.36 1.31 -5.32
F 6.96 -0.17 -5.38
F 7.44 1.95 -5.28
H 3.84 1.47 -1.22
H 4.65 1.04 0.31
H 5.45 2.08 -0.88
H 4.73 -0.87 -1.27
H 6.37 -0.28 -1.00
C -7.43 3.66 -2.41
C -6.11 4.33 -2.71
O -6.25 5.29 -3.77
C -6.78 6.51 -3.42
O -7.11 6.80 -2.28
C -6.84 7.44 -4.63
F -7.35 6.82 -5.74
F -5.60 7.90 -4.99
F -7.61 8.54 -4.42
H -7.85 3.21 -3.31
H -7.30 2.88 -1.65
H -8.17 4.38 -2.04
H -5.38 3.59 -3.05
H -5.68 4.81 -1.82
```

Frontier orbital gap = 8.409 eV
Electronic energy = -5249.10306 a.u.
SMILES = [H]/N=C/CCO[C@](C[C@H](C)Cl)([C@@H](COCCC)O[C@@](CCCC(=O)OCC)(B(N)O)P(C)CC)C(F)(F)C(F)(F)F.CCOC(=O)C(F)(F)F.CCOC(=O)C(F)(F)F.CCOC(=O)C(F)(F)F.CCOC(=O)C(F)(F)F

Mulliken population analysis, charges in e, atoms 1 to 4: 0.241, -0.350, 0.255, -0.761

***

No. 3
Here is a 10-piece molecular cluster, C40H64N10 overall from the OMol25 dataset. Energies are from the ωB97M-V functional and the def2-TZVPD basis.

The geometry in XYZ format:
```
114
C40H64N10 (the ωB97M-V functional and the def2-TZVPD basis)
C 1.36 0.48 5.52
C 0.72 1.17 4.47
C 1.49 2.27 4.14
N 2.60 2.21 4.95
C 2.51 1.17 5.82
H 0.95 -0.35 6.06
H -0.14 0.87 3.88
H 1.36 3.04 3.40
H 3.30 2.93 4.99
H 3.29 0.94 6.53
C 5.92 1.73 -1.37
C 5.60 0.47 -1.97
C 4.93 -0.27 -1.03
N 4.83 0.48 0.12
C 5.44 1.69 -0.09
H 6.43 2.53 -1.88
H 5.82 0.17 -2.98
H 4.68 -1.32 -1.00
H 4.26 0.23 0.91
H 5.37 2.45 0.66
C -0.28 -0.76 0.09
C 1.05 -0.45 0.41
C 1.04 0.78 1.04
N -0.26 1.16 1.15
C -1.11 0.22 0.64
H -0.58 -1.59 -0.53
H 1.96 -0.93 0.08
H 1.82 1.41 1.44
H -0.51 2.03 1.58
H -2.18 0.27 0.64
C 0.46 -1.68 -4.25
C -0.34 -2.26 -5.40
C 0.45 -2.22 -6.69
C -0.21 -2.87 -7.82
N -0.73 -3.39 -8.71
H 1.46 -2.13 -4.18
H -0.04 -1.92 -3.31
H 0.61 -0.60 -4.26
H -1.26 -1.68 -5.51
H -0.63 -3.29 -5.17
H 1.42 -2.72 -6.55
H 0.68 -1.20 -7.01
C 0.69 -4.47 -1.60
C -0.50 -5.14 -2.29
C -0.10 -6.35 -3.15
C 0.50 -5.99 -4.42
N 0.96 -5.73 -5.44
H 0.91 -5.01 -0.68
H 0.48 -3.44 -1.33
H 1.57 -4.54 -2.24
H -1.13 -4.45 -2.86
H -1.19 -5.51 -1.52
H -1.02 -6.90 -3.35
H 0.54 -7.00 -2.55
C 0.21 -3.49 2.64
C 0.58 -3.41 4.11
C 2.08 -3.43 4.41
C 2.84 -2.49 3.55
N 3.46 -1.82 2.86
H -0.86 -3.65 2.52
H 0.72 -4.31 2.11
H 0.45 -2.56 2.12
H 0.14 -4.22 4.70
H 0.15 -2.48 4.48
H 2.55 -4.39 4.21
H 2.27 -3.13 5.44
C -2.47 3.89 3.95
C -3.42 5.02 3.57
C -4.88 4.58 3.58
C -5.13 3.29 2.97
N -5.31 2.26 2.49
H -2.74 3.33 4.86
H -1.44 4.18 4.13
H -2.47 3.16 3.13
H -3.15 5.27 2.54
H -3.24 5.85 4.24
H -5.45 5.32 3.00
H -5.36 4.65 4.56
C 1.63 2.29 -2.26
C 0.14 2.23 -2.60
C -0.16 2.88 -3.96
C 0.05 4.32 -3.98
N 0.22 5.45 -4.02
H 2.21 1.68 -2.96
H 1.82 2.00 -1.23
H 2.07 3.28 -2.44
H -0.46 2.71 -1.82
H -0.11 1.18 -2.72
H -1.22 2.69 -4.19
H 0.44 2.42 -4.74
C -2.31 6.23 -0.47
C -1.19 5.69 -1.34
C 0.17 5.55 -0.62
C 0.04 4.73 0.60
N -0.06 4.11 1.56
H -2.88 7.00 -0.99
H -1.92 6.69 0.44
H -3.06 5.48 -0.21
H -1.02 6.29 -2.24
H -1.41 4.69 -1.72
H 0.61 6.49 -0.27
H 0.86 5.00 -1.26
C -2.86 -5.28 1.06
C -3.50 -4.23 0.16
C -3.34 -2.77 0.51
C -3.53 -2.49 1.94
N -3.71 -2.26 3.05
H -3.06 -5.07 2.11
H -1.78 -5.33 0.88
H -3.25 -6.27 0.81
H -4.56 -4.51 0.03
H -3.13 -4.32 -0.87
H -4.13 -2.16 0.05
H -2.40 -2.35 0.15
```

Frontier orbital gap = 8.442 eV
Energy above the lowest of the compared OMol25 structures with the same formula, charge and spin = 0.000 eV
Electronic energy = -2110.02851 a.u.
SMILES = c1cc[nH]c1.c1cc[nH]c1.c1cc[nH]c1.CCCC#N.CCCC#N.CCCC#N.CCCC#N.CCCC#N.CCCC#N.CCCC#N

Mulliken population analysis, charges in e, atoms 1 to 4: -0.869, 0.091, -0.747, -0.005

***

No. 4
Here is a 7-piece molecular cluster, C40H65N3O8S overall from the OMol25 dataset. Energies are from the ωB97M-V functional and the def2-TZVPD basis.

The geometry in XYZ format:
```
117
C40H65N3O8S (the ωB97M-V functional and the def2-TZVPD basis)
O 0.51 1.25 1.46
N 0.23 0.38 0.67
O 0.87 -0.65 0.52
C -1.00 0.49 -0.10
C -1.51 -0.62 -0.76
C -2.66 -0.57 -1.53
C -3.19 0.71 -1.75
C -2.73 1.84 -1.13
C -1.61 1.72 -0.31
H -0.94 -1.54 -0.85
H -2.97 -1.35 -2.21
H -4.10 0.68 -2.35
H -3.24 2.79 -1.20
H -1.20 2.58 0.21
O 2.22 3.28 0.71
N 3.31 3.55 1.21
O 3.62 4.64 1.61
C 4.30 2.47 1.25
C 4.01 1.25 0.67
C 4.99 0.25 0.74
C 6.23 0.51 1.32
C 6.41 1.69 2.07
C 5.40 2.62 2.08
H 3.04 1.13 0.23
H 4.72 -0.75 0.45
H 7.00 -0.25 1.33
H 7.33 1.81 2.62
H 5.68 3.58 2.50
O 7.14 -0.81 -3.92
N 6.12 -0.16 -4.03
O 5.98 0.81 -4.73
C 4.99 -0.58 -3.21
C 4.04 0.36 -2.85
C 2.92 -0.04 -2.11
C 2.65 -1.39 -1.92
C 3.62 -2.33 -2.28
C 4.83 -1.89 -2.83
H 4.09 1.41 -3.11
H 2.22 0.72 -1.82
H 1.71 -1.68 -1.46
H 3.36 -3.37 -2.13
H 5.55 -2.68 -2.98
O -5.38 -2.10 -2.89
S -6.66 -2.19 -2.22
O -7.81 -2.82 -2.81
C -6.32 -2.87 -0.54
C -7.09 -1.95 0.43
C -6.78 -0.57 -0.06
C -7.25 -0.56 -1.53
H -5.32 -2.47 -0.33
H -6.31 -3.95 -0.46
H -8.16 -2.13 0.27
H -6.74 -2.16 1.44
H -5.73 -0.26 -0.03
H -7.29 0.30 0.37
H -7.04 0.31 -2.15
H -8.31 -0.83 -1.56
C -3.35 5.72 -2.03
C -4.76 5.13 -1.93
C -5.69 6.09 -1.19
C -7.08 5.60 -0.87
C -7.99 6.75 -0.39
C -7.74 7.14 1.10
H -2.55 5.01 -2.26
H -3.09 6.27 -1.13
H -3.22 6.40 -2.88
H -5.04 4.75 -2.92
H -4.62 4.22 -1.35
H -5.65 7.10 -1.63
H -5.18 6.36 -0.25
H -7.58 5.26 -1.78
H -7.03 4.85 -0.07
H -7.83 7.64 -1.00
H -9.02 6.40 -0.38
H -6.67 7.32 1.25
H -8.29 8.05 1.33
H -7.90 6.26 1.73
C 2.60 -0.22 3.68
C 3.72 -1.22 3.84
C 4.79 -0.78 4.84
C 6.11 -1.55 4.72
C 7.04 -1.05 5.86
C 8.52 -1.43 5.70
H 1.81 -0.56 3.02
H 3.09 0.70 3.35
H 2.21 0.07 4.66
H 3.29 -2.19 4.08
H 4.21 -1.25 2.86
H 4.44 -0.90 5.88
H 5.03 0.28 4.73
H 5.92 -2.62 4.82
H 6.60 -1.30 3.78
H 6.92 0.03 5.93
H 6.72 -1.56 6.77
H 9.06 -0.85 6.46
H 8.66 -2.46 6.03
H 9.00 -1.18 4.76
C 1.01 -6.00 -4.68
C 0.38 -5.75 -3.28
C 0.77 -4.40 -2.69
C 0.14 -4.06 -1.34
C 0.11 -5.10 -0.22
C 0.28 -4.48 1.18
H 1.01 -5.06 -5.25
H 0.58 -6.76 -5.33
H 2.05 -6.32 -4.53
H -0.68 -5.75 -3.54
H 0.62 -6.61 -2.65
H 0.34 -3.73 -3.45
H 1.85 -4.28 -2.58
H 0.52 -3.06 -1.07
H -0.91 -3.81 -1.55
H -0.86 -5.58 -0.23
H 0.80 -5.92 -0.46
H 1.29 -4.35 1.58
H -0.34 -3.59 1.23
H -0.14 -5.28 1.80
```

Frontier orbital gap = 9.068 eV
Electronic energy = -2727.14431 a.u.
SMILES = O=[N+]([O-])c1ccccc1.O=[N+]([O-])c1ccccc1.O=[N+]([O-])c1ccccc1.O=S1(=O)CCCC1.CCCCCC.CCCCCC.CCCCCC

Mulliken population analysis, charges in e, atoms 1 to 4: -0.565, 0.967, -0.359, -0.535

***

> Among the records above, which one has the lowest electronic energy?

C40H63FGeIN5O4P3Sn